No. 1
{"formula": "C31H28MnN7O3S", "method": "ωB97M-V with the def2-TZVPD basis set", "charge": 2, "lumo_energy_ev": [-7.1, -6.9], "s_squared": 6.13, "spin_multiplicity": 5, "total_energy_ha": -3355.89663, "relative_energy_kj_mol": 61.56, "symbols": ["Mn", "S", "O", "O", "O", "N", "N", "N", "N", "N", "N", "N", "C", "C", "C", "C", "C", "C", "C", "C", "C", "C", "C", "C", "C", "C", "C", "C", "C", "C", "C", "C", "C", "C", "C", "C", "C", "C", "C", "C", "C", "C", "C", "H", "H", "H", "H", "H", "H", "H", "H", "H", "H", "H", "H", "H", "H", "H", "H", "H", "H", "H", "H", "H", "H", "H", "H", "H", "H", "H", "H"], "coordinates": [[-0.533, -0.118, 0.147], [-1.341, -2.490, -1.966], [-0.024, 0.618, -1.843], [-0.477, -0.929, 1.789], [-2.551, 0.796, -0.793], [2.141, 0.563, -2.523], [1.543, -3.309, -1.738], [-0.723, 1.807, 2.278], [1.777, -0.510, 0.370], [0.425, 0.516, -4.052], [-0.179, -1.952, -0.873], [-0.845, 1.531, 1.035], [-2.303, 2.146, -0.756], [-0.051, 2.321, 7.206], [-0.289, 1.423, 4.575], [1.043, -2.401, -0.864], [1.127, -4.476, -5.212], [3.569, -1.983, 1.909], [0.145, 0.537, 5.594], [-1.101, 3.901, 0.425], [-1.382, 2.552, 0.234], [0.410, -0.821, 5.272], [-2.587, 4.444, -1.375], [0.279, 1.018, 6.907], [-1.692, 4.843, -0.394], [-0.154, -4.028, -5.495], [-0.898, -3.392, -4.514], [2.824, -2.599, 0.914], [-0.239, -0.474, 2.961], [1.934, -1.835, 0.168], [-3.640, 0.367, -1.596], [1.686, -4.262, -3.962], [-0.517, 3.177, 6.207], [3.409, -0.617, 2.114], [-0.629, 2.741, 4.906], [0.192, -1.314, 4.020], [-2.903, 3.105, -1.555], [0.810, 0.593, -2.768], [2.515, 0.074, 1.317], [-0.350, -3.205, -3.259], [0.956, -3.612, -2.976], [-0.971, 0.561, -4.440], [-0.399, 0.943, 3.226], [-3.769, -0.696, -1.403], [2.910, -3.660, 0.740], [-3.424, 0.526, -2.655], [-1.061, 0.289, -5.488], [0.635, 0.353, 7.680], [-1.904, -3.056, -4.711], [3.965, -0.099, 2.877], [2.373, 1.142, 1.430], [-3.052, 5.182, -2.008], [2.687, -4.604, -3.748], [-4.552, 0.904, -1.324], [2.428, 0.696, -1.565], [2.506, -3.594, -1.627], [-1.454, 5.887, -0.280], [4.250, -2.558, 2.516], [-0.406, 4.181, 1.202], [-1.010, 3.389, 4.132], [0.338, -2.358, 3.790], [-1.533, -0.150, -3.835], [-0.585, -4.182, -6.469], [-0.801, 4.188, 6.458], [-1.385, 1.562, -4.298], [1.114, 0.601, -4.782], [0.766, -1.474, 6.056], [-3.609, 2.834, -2.320], [0.042, 2.680, 8.217], [1.700, -4.986, -5.970], [2.820, 0.752, -3.241]], "lowdin_charge": [1.059, 1.040, -0.051, -0.094, -0.164, 0.202, 0.160, 0.162, 0.047, 0.052, -0.325, -0.047, -0.225, -0.044, -0.096, -0.313, -0.048, -0.003, -0.159, 0.002, -0.185, 0.041, -0.044, -0.004, -0.056, -0.054, -0.089, 0.027, -0.272, -0.197, -0.044, -0.001, -0.034, -0.009, -0.007, 0.019, 0.000, -0.555, -0.101, -0.429, -0.233, -0.042, -0.130, 0.085, 0.128, 0.091, 0.100, 0.123, 0.115, 0.124, 0.129, 0.119, 0.122, 0.117, 0.093, 0.157, 0.116, 0.128, 0.117, 0.111, 0.127, 0.050, 0.117, 0.118, 0.095, 0.152, 0.135, 0.117, 0.116, 0.118, 0.121]}

=====

No. 2
{"formula": "C31H28N3NiO3S2", "method": "ωB97M-V with the def2-TZVPD basis set", "charge": -1, "lumo_energy_ev": 2.3, "spin_multiplicity": 1, "total_energy_ha": -3892.86892, "relative_energy_kj_mol": 66.51, "symbols": ["Ni", "S", "S", "O", "O", "O", "N", "N", "N", "C", "C", "C", "C", "C", "C", "C", "C", "C", "C", "C", "C", "C", "C", "C", "C", "C", "C", "C", "C", "C", "C", "C", "C", "C", "C", "C", "C", "C", "C", "C", "H", "H", "H", "H", "H", "H", "H", "H", "H", "H", "H", "H", "H", "H", "H", "H", "H", "H", "H", "H", "H", "H", "H", "H", "H", "H", "H", "H"], "coordinates": [[-0.256, 1.197, -0.149], [-2.083, 2.707, -0.516], [-4.433, 2.236, -2.150], [-0.041, 1.098, 3.856], [-0.712, 0.772, 1.758], [1.309, 0.507, -0.982], [-1.234, 0.075, -1.678], [2.768, 0.091, 3.623], [-2.423, 0.551, -2.115], [-4.738, 3.015, -7.033], [0.788, -2.923, -2.047], [-4.278, 2.013, -4.893], [3.916, 1.519, 2.104], [1.226, -1.603, 2.848], [0.487, -1.572, -1.848], [-2.960, 2.449, -4.996], [2.491, -0.683, 6.300], [1.506, 1.533, 2.097], [-1.630, -1.646, -3.315], [-2.851, 1.666, -1.610], [1.017, -2.561, 5.457], [1.947, -3.491, -1.567], [1.452, -0.749, -1.170], [2.643, -1.369, -0.712], [-3.428, 3.454, -7.121], [-5.162, 2.306, -5.923], [3.939, 2.465, 1.099], [1.793, -1.435, 5.199], [-0.782, -1.009, -2.244], [2.710, 1.024, 2.606], [-2.540, 3.166, -6.098], [-4.715, 1.256, -3.684], [1.546, 2.502, 1.097], [2.754, 2.966, 0.591], [2.868, -2.708, -0.875], [0.878, -3.111, 6.849], [0.335, -3.178, 4.417], [1.906, -0.965, 3.881], [0.426, -2.690, 3.128], [0.135, 1.093, 2.646], [1.852, -3.215, 7.327], [-0.126, -3.161, 2.331], [-1.857, -0.894, -4.072], [3.759, -3.164, -0.464], [2.032, -0.896, 7.259], [1.320, -1.253, 1.831], [-5.778, 1.021, -3.715], [2.769, 3.707, -0.195], [0.261, -2.449, 7.459], [-4.123, 0.354, -3.532], [3.346, -0.737, -0.191], [3.549, -0.953, 6.359], [2.410, 0.386, 6.113], [4.845, 1.134, 2.510], [-0.281, -4.043, 4.620], [-5.431, 3.227, -7.832], [0.071, -3.563, -2.542], [0.605, 2.969, 0.754], [2.133, -4.545, -1.712], [-6.188, 1.972, -5.857], [-1.516, 3.503, -6.163], [-1.157, -2.499, -3.791], [0.398, -4.087, 6.819], [-2.271, 2.225, -4.196], [3.597, 0.130, 4.194], [-3.103, 4.018, -7.984], [-2.575, -1.955, -2.870], [4.889, 2.805, 0.710]], "lowdin_charge": [0.386, 0.650, 0.876, 0.049, -0.077, -0.099, 0.010, 0.095, -0.098, -0.101, -0.056, -0.301, -0.036, -0.015, -0.103, -0.048, -0.040, -0.068, -0.026, -1.139, -0.244, -0.116, -0.349, -0.021, -0.107, -0.056, -0.102, -0.171, -0.229, -0.197, -0.082, -0.401, -0.078, -0.090, -0.099, -0.062, -0.067, -0.212, -0.067, -0.638, 0.075, 0.103, 0.076, 0.098, 0.063, 0.106, 0.071, 0.101, 0.083, 0.059, 0.108, 0.082, 0.084, 0.104, 0.097, 0.094, 0.097, 0.099, 0.089, 0.105, 0.102, 0.061, 0.068, 0.102, 0.130, 0.094, 0.087, 0.095]}

=====

No. 3
{"formula": "C31H28N6OS2Tc", "method": "ωB97M-V with the def2-TZVPD basis set", "charge": 2, "lumo_energy_ev": [-5.9, -7.6], "s_squared": 3.81, "spin_multiplicity": 4, "total_energy_ha": -2478.57537, "relative_energy_kj_mol": 10.20, "symbols": ["Tc", "S", "S", "O", "N", "N", "N", "N", "N", "N", "C", "C", "C", "C", "C", "C", "C", "C", "C", "C", "C", "C", "C", "C", "C", "C", "C", "C", "C", "C", "C", "C", "C", "C", "C", "C", "C", "C", "C", "C", "C", "H", "H", "H", "H", "H", "H", "H", "H", "H", "H", "H", "H", "H", "H", "H", "H", "H", "H", "H", "H", "H", "H", "H", "H", "H", "H", "H", "H"], "coordinates": [[-0.033, 0.191, -0.136], [-3.255, -2.116, -2.071], [-2.380, 0.763, -0.454], [-0.122, 0.100, 1.911], [0.320, 0.212, -2.211], [2.128, 0.223, -0.189], [-5.024, 0.550, 1.944], [-0.145, -1.941, 0.003], [-5.917, -2.930, 0.327], [0.433, 2.272, 0.183], [1.352, -1.726, 5.309], [-4.026, -1.507, -0.730], [0.859, -2.768, -0.358], [-1.432, -3.826, 0.733], [2.075, 3.651, 1.230], [-0.608, 0.471, 3.006], [-1.698, 1.485, 3.035], [-4.457, 0.132, 1.034], [0.846, -1.166, 4.154], [1.943, 0.550, -3.926], [2.159, -2.191, -0.859], [1.643, 2.426, 0.762], [-0.500, 0.351, 5.479], [1.578, 0.501, -2.597], [-1.247, -2.472, 0.559], [0.014, -0.210, 6.634], [0.986, 0.286, -4.896], [2.745, -1.104, 0.039], [-0.082, -0.117, 4.228], [2.492, 1.182, 0.887], [-3.683, -0.308, -0.086], [-0.601, -0.067, -3.153], [0.725, -4.141, -0.231], [-0.300, -0.039, -4.499], [-0.431, -4.682, 0.306], [-5.097, -2.280, -0.146], [-0.362, 3.343, 0.044], [1.241, 4.753, 1.098], [2.554, 0.798, -1.499], [0.009, 4.598, 0.486], [0.938, -1.243, 6.548], [2.051, -1.834, -1.887], [1.557, 5.722, 1.461], [-2.573, 1.081, 3.548], [2.883, -3.004, -0.906], [3.555, 1.434, 0.836], [2.582, -1.361, 1.088], [-1.372, 2.360, 3.602], [-1.318, 3.175, -0.433], [3.552, 0.432, -1.754], [3.824, -1.026, -0.120], [1.247, 0.326, -5.945], [1.139, -1.550, 3.185], [-0.664, 5.431, 0.350], [-2.345, -4.191, 1.180], [3.052, 3.742, 1.683], [2.060, -2.541, 5.255], [-0.540, -5.754, 0.402], [-1.222, 1.151, 5.555], [1.537, -4.782, -0.544], [2.963, 0.787, -4.196], [-0.307, 0.152, 7.600], [2.628, 1.881, -1.392], [2.308, 0.697, 1.847], [-2.001, -1.766, 0.868], [-1.978, 1.781, 2.029], [1.333, -1.683, 7.453], [-1.588, -0.320, -2.793], [-1.073, -0.269, -5.217]], "lowdin_charge": [1.330, 0.854, 0.705, -0.170, -0.049, -0.262, 0.225, -0.029, 0.219, -0.029, -0.044, -0.770, -0.239, -0.014, 0.017, -0.296, 0.011, -0.266, -0.011, 0.014, -0.088, -0.257, 0.004, -0.257, -0.146, -0.033, 0.003, -0.139, -0.158, -0.105, -0.675, -0.122, 0.014, -0.005, 0.002, -0.262, -0.106, -0.001, -0.084, -0.008, -0.026, 0.120, 0.131, 0.108, 0.131, 0.151, 0.126, 0.112, 0.076, 0.149, 0.140, 0.132, 0.103, 0.128, 0.130, 0.134, 0.117, 0.132, 0.121, 0.129, 0.135, 0.122, 0.141, 0.126, 0.080, 0.034, 0.123, -0.008, 0.129]}